Record 1
A molecular structure, C25H19CoN3S7 in a non-equilibrium geometry. Source: the OMol25 dataset; level of theory: ωB97M-V/def2-TZVPD.

Summary:
orbital gap (spin up / spin down) = 4.3 / 4.3 eV
LUMO level (spin up / spin down) = 3.980 / 3.997 eV
molecular weight = 644.85 g/mol
HOMO level (spin up / spin down) = -0.0103 / -0.0110 Eh
net charge = -2
2S+1 = 2
E = -5298.4063 Ha
energy relative to the best compared isomer or geometry (same formula, charge and spin) = 2.816 eV

Cartesian coordinates (Å):
Co -0.048024 -0.780969 -0.487255
C -5.732324 0.201831 0.166045
S -5.259324 -0.656869 -1.375155
C -3.512924 -0.652169 -1.176255
S -2.811324 0.990631 -1.182755
N -2.925024 -1.779369 -1.231955
N -1.614324 -1.935869 -1.215755
C -1.226824 -3.204869 -1.370555
C 0.130876 -3.505169 -1.392555
C 0.606076 -4.832969 -1.560655
C 1.949176 -5.071869 -1.604355
C 2.825676 -3.980969 -1.501055
C 2.297076 -2.715969 -1.315855
N 1.001276 -2.448669 -1.251155
H -6.811224 0.305531 0.158045
H -5.252424 1.174031 0.174845
H -5.409024 -0.396569 1.009845
H -1.986124 -3.974769 -1.475955
H -0.124624 -5.629069 -1.637555
H 2.336876 -6.078969 -1.711655
H 3.893076 -4.126069 -1.550355
H 2.963876 -1.872469 -1.203355
S 3.343576 -1.317969 6.083445
C 2.579876 -1.151569 4.626745
S 3.342976 -0.440169 3.236045
C 2.003576 -0.632969 2.098245
C 0.884876 -1.234769 2.603245
S -0.533724 -1.638469 1.754545
S 0.954876 -1.669469 4.313445
S 2.240676 -0.076569 0.515445
C 2.780976 3.934931 -2.475355
C 2.991876 2.607631 -2.817955
C 2.056376 1.647831 -2.493755
C 0.891976 1.976231 -1.794355
C 0.695076 3.319031 -1.453955
C 1.628576 4.280031 -1.786855
C -0.142424 0.961831 -1.571655
C -1.116024 0.935331 -0.525055
C -1.024924 1.517231 0.823445
C 0.143776 2.099131 1.331145
C 0.229576 2.501331 2.648545
C -0.858824 2.390431 3.498845
C -2.037824 1.858131 3.005145
C -2.113324 1.420731 1.699545
H 3.500876 4.696031 -2.749555
H 3.896276 2.325831 -3.344255
H 2.223876 0.611731 -2.748155
H -0.213624 3.604731 -0.942755
H 1.447276 5.313031 -1.515955
H -0.546724 0.624231 -2.534355
H 1.011176 2.202831 0.699645
H 1.172276 2.896331 3.007945
H -0.783624 2.690331 4.535745
H -2.907624 1.755531 3.644545
H -3.032224 0.963131 1.363645

Atoms 1-6, force components in eV/Å:
0.1749 -0.2121 -0.0295
0.3135 -0.1590 -0.4989
-0.5775 -0.0163 0.2192
1.4915 0.9159 -0.1729
-0.0516 -0.8072 0.0493
-2.5928 -0.9546 0.0638



Record 2
A molecular structure, C25H19CrN6OS2 in a non-equilibrium geometry. Source: the OMol25 dataset; level of theory: ωB97M-V/def2-TZVPD.

Summary:
orbital gap (spin up / spin down) = 6.3 / 5.9 eV
LUMO level (spin up / spin down) = -3.082 / -3.175 eV
molecular weight = 535.60 g/mol
HOMO level (spin up / spin down) = -0.3431 / -0.3326 Eh
net charge = +1
2S+1 = 3
E = -3208.5271 Ha
energy relative to the best compared isomer or geometry (same formula, charge and spin) = 1.347 eV

Cartesian coordinates (Å):
Cr -0.095898 -0.779017 -0.148607
N -3.676258 -0.442871 1.879194
C -3.962454 0.705109 1.186216
C -5.060670 1.548882 1.228556
C -5.061321 2.622377 0.361194
C -3.994522 2.846825 -0.509627
C -2.892065 2.017739 -0.541523
C -2.865571 0.920557 0.317029
N -1.941300 -0.093776 0.503338
C -2.469405 -0.882341 1.439740
C -1.744815 -2.021026 1.887980
C -2.033365 -2.943509 2.860553
S -0.767570 -4.080823 2.999600
C 0.072521 -3.253886 1.749325
N -0.538643 -2.212783 1.256902
H -4.262295 -0.894518 2.561445
H -5.878605 1.370271 1.907828
H -5.904165 3.293487 0.344506
H -4.029475 3.690874 -1.179023
H -2.090997 2.219420 -1.228212
H -2.895766 -3.012222 3.488755
H 1.032583 -3.597141 1.421645
O 1.235421 -2.035579 -0.678719
N 2.429360 -2.374545 -1.145570
C 3.042045 -3.457595 -0.613313
C 4.254854 -3.900558 -1.048908
C 4.888535 -3.219199 -2.103509
C 4.279066 -2.117568 -2.629537
C 3.037032 -1.649510 -2.144872
S 2.303836 -0.273498 -2.735543
H 2.506061 -3.957426 0.178634
H 4.706314 -4.760346 -0.585796
H 5.835560 -3.565885 -2.484045
H 4.717200 -1.552151 -3.436859
C 2.298185 1.024678 2.829180
C 2.361359 2.355458 2.408813
C 1.743691 2.699717 1.224986
C 1.051838 1.727336 0.496955
N 0.922105 0.455370 0.963400
C 1.564138 0.126545 2.090352
C 0.479489 1.897699 -0.814321
C 0.508845 3.067296 -1.581163
C -0.005910 3.047699 -2.859755
C -0.554068 1.857999 -3.349696
C -0.551242 0.750065 -2.536790
N -0.047300 0.746017 -1.299244
H 2.810669 0.697695 3.718195
H 2.906575 3.085580 2.985268
H 1.802322 3.709386 0.855033
H 1.480426 -0.908778 2.392208
H 0.942582 3.970124 -1.181247
H 0.018493 3.931627 -3.479127
H -0.954362 1.801509 -4.348849
H -0.953067 -0.200789 -2.872976

Atoms 1-6, force components in eV/Å:
0.1334 -1.0364 0.0404
0.5668 -0.4111 -0.0131
0.2957 0.4985 -0.5937
-0.0680 0.0657 -0.0219
-0.0771 -0.1567 0.1378
0.2113 -0.0790 -0.0322



Record 3
A molecular structure, C25H19IrN3S4 in a non-equilibrium geometry. Source: the OMol25 dataset; level of theory: ωB97M-V/def2-TZVPD.

Summary:
orbital gap = 6.8 eV
LUMO level = -3.631 eV
molecular weight = 681.93 g/mol
HOMO level = -0.3832 Eh
net charge = +1
E = -2825.2871 Ha
energy relative to the best compared isomer or geometry (same formula, charge and spin) = 0.716 eV

Cartesian coordinates (Å):
Ir -0.056885 -0.430417 0.008185
S -0.464821 -2.647663 0.768440
C 0.646607 -2.598408 2.141927
C 1.243136 -3.778109 2.592423
C 2.129023 -3.766775 3.659409
C 2.438123 -2.574703 4.305325
C 1.816806 -1.403784 3.904949
C 0.938085 -1.424325 2.829775
S -0.073053 -0.027099 2.392958
C 1.019328 1.427026 2.435138
C 1.095257 2.169478 1.131759
C 1.864604 3.321720 1.041033
C 1.957769 3.966349 -0.178194
C 1.240438 3.478137 -1.262339
C 0.448236 2.361729 -1.083084
C -0.448388 1.830174 -2.142300
S -0.168553 0.044313 -2.406401
C -1.821252 -0.518628 -2.699691
C -2.125527 -1.022001 -3.960709
C -3.390321 -1.525659 -4.205925
C -4.339957 -1.503529 -3.191769
C -4.030084 -0.988596 -1.941392
C -2.751513 -0.508386 -1.667527
S -2.365240 0.053172 -0.043343
N 0.414685 1.707236 0.084832
H 0.999713 -4.701742 2.080660
H 2.581925 -4.692794 3.990965
H 3.133017 -2.563076 5.134009
H 2.011609 -0.482772 4.444171
H 2.007309 1.106209 2.768313
H 0.604557 2.093849 3.191644
H 2.382030 3.695974 1.914614
H 2.580192 4.845160 -0.286222
H 1.284728 3.965359 -2.226394
H -0.293893 2.344741 -3.087692
H -1.488093 1.927095 -1.827440
H -1.369309 -1.026270 -4.736803
H -3.629803 -1.936573 -5.177161
H -5.327358 -1.910631 -3.368013
H -4.765450 -0.986001 -1.146569
N 6.338291 -3.151993 2.359989
C 5.474379 -2.669931 1.777788
C 4.371626 -2.070433 1.069113
C 3.485204 -2.850753 0.345560
C 2.391845 -2.241276 -0.240952
N 2.145311 -0.928813 -0.140865
C 3.071101 -0.173573 0.465665
C 4.183761 -0.691821 1.089904
H 3.633888 -3.917362 0.253125
H 1.676046 -2.820248 -0.805317
H 2.931320 0.898490 0.412328
H 4.889501 -0.042851 1.588907

Atoms 1-6, force components in eV/Å:
-0.2164 2.3071 0.7894
-0.1170 0.0462 -0.6185
-0.1301 -0.2083 -0.0622
0.0255 0.0145 0.0745
-0.0894 -0.0107 -0.0553
0.0207 -0.0437 0.0066



Record 4
A molecular structure, C25H19IrN8OS3 in a non-equilibrium geometry. Source: the OMol25 dataset; level of theory: ωB97M-V/def2-TZVPD.

Summary:
orbital gap = 5.1 eV
LUMO level = -7.219 eV
molecular weight = 735.90 g/mol
HOMO level = -0.4534 Eh
net charge = +2
E = -2775.7445 Ha
energy relative to the best compared isomer or geometry (same formula, charge and spin) = 0.000 eV

Cartesian coordinates (Å):
Ir -1.732245 1.214857 1.287164
C -1.599150 6.018879 -0.659361
C -0.926507 5.380218 0.493469
N 0.098087 5.831749 1.139515
N 0.378203 4.891908 2.086455
C -0.443028 3.857812 2.046668
S -0.511336 2.400211 2.931484
N -1.292031 4.159375 1.046242
N -2.329184 3.274235 0.702513
H -1.053342 6.923057 -0.916103
H -2.627020 6.292632 -0.416111
H -1.598626 5.359375 -1.529537
H 1.158734 5.028339 2.713502
H -2.556655 3.430793 -0.277894
H -3.145533 3.504171 1.273144
S -3.712830 -5.921003 0.395167
N -4.500735 -4.587392 -0.034389
C -3.774287 -3.563608 0.385676
C -4.088461 -2.166191 0.175038
C -5.197774 -1.699900 -0.535072
C -5.345508 -0.343850 -0.732519
C -4.392278 0.524988 -0.218364
N -3.349618 0.101337 0.494438
C -3.189424 -1.232314 0.684326
C -2.003783 -1.635307 1.415415
N -1.226639 -0.632645 1.895225
C -0.083026 -0.938033 2.506452
C 0.319753 -2.255272 2.700761
C -0.469246 -3.283052 2.239728
C -1.664324 -2.972533 1.582178
C -2.586041 -3.954274 1.049374
N -2.434171 -5.267258 1.117319
H -5.913807 -2.410162 -0.927992
H -6.183844 0.052766 -1.286472
H -4.480478 1.592361 -0.370287
H 0.512212 -0.110982 2.864597
H 1.249844 -2.448844 3.214920
H -0.183826 -4.319460 2.363692
C 7.337383 -3.458214 -2.539181
C 6.087182 -2.756436 -2.092633
O 5.309608 -3.172896 -1.283576
S 5.889311 -1.169705 -2.937907
C 4.440195 -0.533160 -2.155702
C 4.288203 -0.545909 -0.771482
C 3.112972 -0.093397 -0.205932
C 2.070266 0.375327 -1.010815
C 2.248561 0.437722 -2.392337
C 3.430376 -0.008139 -2.956994
C 0.828406 0.744091 -0.398443
C -0.225474 1.098096 0.084652
H 7.295002 -4.500762 -2.235649
H 8.194641 -2.978431 -2.063709
H 7.467708 -3.377395 -3.617756
H 5.089311 -0.901190 -0.140613
H 2.993786 -0.104943 0.870278
H 1.453799 0.812426 -3.023127
H 3.566676 0.035920 -4.029432

Atoms 1-6, force components in eV/Å:
-1.2696 0.7361 1.3968
-0.0382 0.0072 0.0163
-0.0532 0.0586 0.0109
-0.0062 0.0267 -0.0186
-0.0421 0.0193 0.0980
0.2000 -0.0774 -0.0345